Density functional theory data (the ωB97M-V functional and the def2-TZVPD basis) for a cluster of 2 separate species, C2H5N3O in total in a non-equilibrium geometry.

- largest force on an atom (Eh/bohr) = 0.0845
- LUMO level (Eh) = 0.0173
- structure (SMILES) = N#C/N=C\N.O
- relative energy (zero: lowest compared OMol25 entry of this formula, charge and spin) (eV) = 2.0470
- electronic energy (eV) = -8671.595
- highest occupied orbital energy (eV) = -9.97
- gap between HOMO and LUMO (Ha) = 0.3837

Last column: Löwdin charge in e.
Cartesian coordinates (Å):
N (-1.0888, 0.1840, 2.2687)  0.158
C (-0.1800, -0.0090, 1.5989)  -0.411
N (0.9240, -0.2564, 0.8984)  0.063
C (1.1480, 0.1578, -0.2782)  -0.298
N (0.4846, 1.0694, -0.9351)  0.144
H (1.9687, -0.3164, -0.6969)  0.118
H (-0.1144, 1.7541, -0.3923)  0.156
H (0.8154, 1.5183, -1.8213)  0.141
O (-1.3250, -1.1820, -0.5459)  -0.059
H (-0.7899, -0.9746, 0.2185)  -0.054
H (-1.8427, -1.9452, -0.3148)  0.041